No. 1
This record from the Open Molecules 2025 dataset describes a cluster of 2 separate species, C3H12N2O in total. The level of theory is the ωB97M-V functional and the def2-TZVPD basis.

XYZ file:
```
18
Properties=species:S:1:pos:R:3:mulliken_charge:R:1
C -1.04096 -1.17386 1.67566 -1.205
C -0.20615 -0.05565 0.81970 0.234
N 1.20215 -0.20046 1.20402 -0.580
C -0.84531 1.39855 0.88544 -0.604
N -0.08910 2.41605 0.08052 -0.622
H -2.11914 -1.34336 1.46680 0.338
H -0.62106 -2.19266 1.82458 0.326
H -1.21389 -0.78115 2.73232 0.272
H -0.30318 -0.34352 -0.26543 0.228
H 1.79309 -0.18983 0.36948 0.256
H 1.55766 0.46682 1.90312 0.218
H -0.89717 1.76946 1.96539 0.293
H -1.83151 1.22099 0.44151 0.360
H -0.78169 3.05997 -0.24282 0.238
H 0.45725 3.03006 0.73828 0.248
O 1.77468 -2.74998 -5.05570 -0.652
H 2.18078 -2.17268 -5.74263 0.324
H 0.98354 -2.15876 -4.80024 0.328
```

Computed properties:
LUMO energy	0.81	eV
energy relative to the best compared isomer or geometry (same formula, charge and spin)	102.47	kJ/mol
HOMO-LUMO gap	9.79	eV
HOMO level	-8.9809	eV
structure (SMILES)	C[C@H](N)CN.O
energy	-8332.2601	eV

No. 2
This record from the Open Molecules 2025 dataset describes a cluster of 2 separate species, C3H12N2O in total. The level of theory is the ωB97M-V functional and the def2-TZVPD basis.

XYZ file:
```
18
Properties=species:S:1:pos:R:3:mulliken_charge:R:1
C 1.48877 1.21994 1.78844 -1.203
C 1.26292 1.05362 0.29275 -0.431
N 0.35551 -0.06157 -0.02121 -0.391
C 0.06221 -0.15915 -1.45451 -0.586
N -0.82676 -1.26533 -1.80961 -0.672
H 1.97234 0.36671 2.26593 0.315
H 2.07409 2.10784 2.01169 0.378
H 0.50354 1.33143 2.25214 0.272
H 2.23023 0.83486 -0.17953 0.329
H 0.92039 2.00250 -0.11896 0.371
H 0.91841 -0.87307 0.22295 0.227
H -0.37463 0.78625 -1.76871 0.339
H 0.98458 -0.33663 -2.01679 0.327
H -1.75863 -0.89576 -1.88638 0.303
H -0.97339 -1.82320 -0.98019 0.314
O -2.04767 -0.77092 0.88332 -0.711
H -2.31572 -0.29687 1.67683 0.306
H -1.19957 -0.33436 0.62512 0.513
```

Computed properties:
LUMO energy	0.90	eV
energy relative to the best compared isomer or geometry (same formula, charge and spin)	27.59	kJ/mol
HOMO-LUMO gap	10.47	eV
HOMO level	-9.5693	eV
structure (SMILES)	CCNCN.O
energy	-8333.0362	eV

No. 3
This record from the Open Molecules 2025 dataset describes a cluster of 2 separate species, C3H12N2O in total. The level of theory is the ωB97M-V functional and the def2-TZVPD basis.

XYZ file:
```
18
Properties=species:S:1:pos:R:3:mulliken_charge:R:1
N -1.83094 0.42874 -1.33251 -0.525
C -1.01226 -0.02142 -0.21542 -0.484
C -0.45803 1.19300 0.51996 -0.603
C 0.23060 0.82658 1.81921 -0.321
N 0.75521 2.03792 2.44409 -0.459
H -2.61794 1.00513 -1.04812 0.183
H -2.11894 -0.30222 -1.95887 0.198
H -0.15832 -0.52428 -0.68434 0.260
H -1.49610 -0.71799 0.45782 0.310
H 0.23323 1.71822 -0.14390 0.286
H -1.28759 1.88939 0.70867 0.332
H 1.03542 0.13322 1.54309 0.246
H -0.48662 0.36073 2.48458 0.251
H 0.85037 2.80295 1.80810 0.165
H 1.34580 1.98156 3.24702 0.160
O 2.58691 -3.98263 -3.06536 -0.638
H 2.66090 -4.94219 -3.00544 0.318
H 1.76830 -3.88671 -3.57859 0.320
```

Computed properties:
LUMO energy	0.84	eV
energy relative to the best compared isomer or geometry (same formula, charge and spin)	43.13	kJ/mol
HOMO-LUMO gap	9.51	eV
HOMO level	-8.6692	eV
structure (SMILES)	NCCCN.O
energy	-8332.8751	eV

No. 4
This record from the Open Molecules 2025 dataset describes a structure of composition C3H12N2O. The level of theory is the ωB97M-V functional and the def2-TZVPD basis.

XYZ file:
```
18
Properties=species:S:1:pos:R:3:mulliken_charge:R:1
C -1.54835 -0.09062 -0.54567 -0.560
N -2.70676 0.51500 0.02781 -0.504
O -1.32259 -1.46715 -0.19058 -0.504
H -1.01290 -1.47870 0.71771 0.358
H -2.57800 0.74288 1.00633 0.239
H -3.55216 -0.04072 -0.07689 0.255
H -1.78815 -0.18923 -1.60888 0.284
H 0.25856 0.42279 1.64746 0.140
C 1.94900 0.42929 0.10387 -0.205
C 1.19472 0.73592 -1.01503 -0.979
N 2.24940 -0.85353 0.47290 -0.367
H 1.90125 -1.59691 -0.11556 0.216
H 2.80063 -1.01369 1.29966 0.222
H 2.36052 1.20654 0.73279 0.427
H -0.55886 0.37408 1.53702 -0.121
H 1.37710 0.09334 -1.87191 0.353
H -0.29170 0.45130 -0.76298 0.385
H 1.26830 1.75939 -1.35805 0.362
```

Computed properties:
LUMO energy	0.92	eV
energy relative to the best compared isomer or geometry (same formula, charge and spin)	385.12	kJ/mol
HOMO-LUMO gap	8.25	eV
HOMO level	-7.3218	eV
energy	-8329.3307	eV

No. 5
This record from the Open Molecules 2025 dataset describes a cluster of 2 separate species, C3H12N2O in total. The level of theory is the ωB97M-V functional and the def2-TZVPD basis.

XYZ file:
```
18
Properties=species:S:1:pos:R:3:mulliken_charge:R:1
C 1.28659 1.84571 0.58995 -0.977
N 1.16322 0.54932 0.08065 -0.244
C 0.18888 0.26021 -0.93133 -0.368
C -0.07187 -1.20097 -1.01681 -0.753
N -0.46432 -1.74668 0.30194 -0.561
H 1.50692 2.00162 1.58756 0.327
H 2.13278 2.31565 0.05311 0.284
H 0.38518 2.28786 0.48834 0.327
H 2.11632 0.24549 -0.15742 0.230
H 0.43567 0.59502 -1.98897 0.226
H -0.74847 0.85257 -0.74698 0.304
H 0.69869 -1.73544 -1.49036 0.437
H -0.75047 -1.40071 -1.83460 0.358
H 0.17991 -1.51625 0.98241 0.229
H -0.51215 -2.79691 0.40592 0.210
O -2.47202 -0.24924 1.62455 -0.668
H -2.27301 -0.85166 0.85345 0.343
H -2.80186 0.54441 1.19859 0.297
```

Computed properties:
LUMO energy	0.98	eV
energy relative to the best compared isomer or geometry (same formula, charge and spin)	135.91	kJ/mol
HOMO-LUMO gap	9.58	eV
HOMO level	-8.5971	eV
structure (SMILES)	CNCCN.O
energy	-8331.9135	eV

No. 6
This record from the Open Molecules 2025 dataset describes a cluster of 2 separate species, C3H12N2O2 in total. The level of theory is the ωB97M-V functional and the def2-TZVPD basis.

XYZ file:
```
19
Properties=species:S:1:pos:R:3:mulliken_charge:R:1
N -0.14659 2.63079 0.03896 -0.557
C 0.77299 1.71874 -0.65305 -0.652
C 0.81007 0.31020 -0.04402 -0.572
N -0.13774 -0.66452 -0.58354 -0.356
C -1.40007 -0.76693 0.13904 -0.318
O -1.20538 -1.06290 1.54850 -0.511
H -1.03939 2.67517 -0.43241 0.207
H 0.24662 3.56476 0.09297 0.222
H 1.76636 2.12406 -0.53630 0.424
H 0.67322 1.74238 -1.75533 0.305
H 1.84161 -0.03813 -0.17049 0.339
H 0.74551 0.48538 1.02401 0.281
H -0.38219 -0.31534 -1.50312 0.255
H -1.98317 0.15178 0.16386 0.296
H -1.95588 -1.63030 -0.23247 0.284
H -0.25838 -1.15663 1.71165 0.359
O 0.88328 -3.32940 0.52788 -0.688
H 0.63344 -2.50367 0.10156 0.376
H 0.13567 -3.93542 0.56229 0.305
```

Computed properties:
LUMO energy	0.76	eV
energy relative to the best compared isomer or geometry (same formula, charge and spin)	154.70	kJ/mol
HOMO-LUMO gap	10.11	eV
HOMO level	-9.3543	eV
structure (SMILES)	NCCNCO.O
energy	-10379.9463	eV

No. 7
This record from the Open Molecules 2025 dataset describes a cluster of 2 separate species, C3H12N2O2 in total. The level of theory is the ωB97M-V functional and the def2-TZVPD basis.

XYZ file:
```
19
Properties=species:S:1:pos:R:3:mulliken_charge:R:1
N -1.07526 -1.59008 -0.77214 -0.488
C -1.60923 -1.27307 0.58233 -0.548
N -0.85591 -0.39475 1.47163 -0.233
C -0.94113 1.04406 0.86977 -0.544
C 0.37200 1.31016 0.18868 -0.128
O 1.42376 1.03435 1.05343 -0.574
H -0.95186 -2.63505 -0.87725 0.226
H -0.26852 -1.12489 -1.19031 0.181
H -1.44743 -2.24129 1.14345 0.348
H -2.62806 -0.88798 0.46993 0.287
H -0.69475 -0.66496 2.39014 0.199
H -1.42553 1.71603 1.77955 0.313
H -1.78395 1.07360 0.08525 0.297
H 0.28754 2.32517 -0.21739 0.308
H 0.40359 0.61701 -0.59439 0.016
H 1.70201 0.14737 1.05402 0.346
O 2.96585 0.21770 -2.66834 -0.621
H 3.26017 0.32202 -1.74713 0.316
H 3.26669 1.00461 -3.02122 0.298
```

Computed properties:
LUMO energy	0.75	eV
energy relative to the best compared isomer or geometry (same formula, charge and spin)	310.87	kJ/mol
HOMO-LUMO gap	9.50	eV
HOMO level	-8.7478	eV
structure (SMILES)	NCNCCO.O
energy	-10378.3277	eV

No. 8
This record from the Open Molecules 2025 dataset describes a structure of composition C3H12N2O2SSi. The level of theory is the ωB97M-V functional and the def2-TZVPD basis.

XYZ file:
```
21
Properties=species:S:1:pos:R:3:mulliken_charge:R:1
C -1.65594 -0.44767 -0.89163 -0.902
C 0.64051 -2.56956 -0.54906 -1.051
C 1.24082 0.50335 -1.63422 -0.981
N -1.34501 2.12679 1.65339 -0.456
N 0.70287 -0.22147 1.10357 -0.352
O 0.41240 1.45542 3.44278 -0.538
O 1.13712 2.62387 1.32390 -0.469
Si 0.23800 -0.69697 -0.47960 0.303
S 0.30073 1.74620 2.02838 1.002
H -2.45127 -0.85239 -0.17807 0.283
H -1.89375 0.69965 -0.97899 0.214
H -1.82714 -0.99849 -1.84836 0.296
H 1.69237 -2.64965 -0.37066 0.311
H 0.12013 -3.03595 0.26890 0.287
H 0.35369 -2.89527 -1.50352 0.338
H 1.46921 1.42722 -1.23472 0.355
H 2.09277 -0.17873 -1.94481 0.259
H 0.64576 0.68723 -2.55732 0.306
H -2.06699 1.70475 2.21740 0.282
H -1.28474 2.26789 0.61553 0.297
H 1.47846 -0.69620 1.51712 0.215
```

Computed properties:
LUMO energy	-0.27	eV
energy relative to the best compared isomer or geometry (same formula, charge and spin)	224.81	kJ/mol
HOMO-LUMO gap	8.72	eV
HOMO level	-8.9978	eV
energy	-29092.1760	eV

No. 9
This record from the Open Molecules 2025 dataset describes a cluster of 2 separate species, C3H12N2OS in total. The level of theory is the ωB97M-V functional and the def2-TZVPD basis.

XYZ file:
```
19
Properties=species:S:1:pos:R:3:lowdin_spin:R:1
C 0.20186 -0.96889 0.07008 0.034
C 1.70763 -1.06891 -0.16626 0.058
S 2.09054 -2.07753 -1.60279 0.151
N -0.18496 -0.05947 1.11199 0.011
C -1.63443 0.20349 1.13079 0.012
N -1.92614 1.53151 0.62688 0.027
H -0.23201 -0.59383 -0.86347 0.020
H -0.20322 -1.99749 0.16120 0.001
H 2.25491 -1.40671 0.70898 0.004
H 2.02934 -0.04316 -0.36114 0.036
H 1.71586 -3.22965 -1.02327 0.004
H 0.08849 -0.39947 2.02034 0.003
H -2.16366 -0.57744 0.56673 0.002
H -1.97123 0.09135 2.17150 0.000
H -1.06792 1.99285 0.36042 0.029
H -2.60510 1.52570 -0.10721 0.020
H 1.40707 2.27142 -1.39258 0.113
H 0.01738 2.78946 -1.89490 0.104
O 0.47559 2.01676 -1.51728 0.371
```

Computed properties:
LUMO energy (alpha / beta)	3.00 / 3.01	eV
energy relative to the best compared isomer or geometry (same formula, charge and spin)	39.11	kJ/mol
HOMO-LUMO gap (alpha / beta)	2.10 / 8.78	eV
HOMO level (alpha / beta)	0.9059 / -5.7716	eV
<S²>	0.750
energy	-19167.1510	eV
2S+1	2
net charge	-1

No. 10
This record from the Open Molecules 2025 dataset describes a cluster of 2 separate species, C3H12N2OS in total. The level of theory is the ωB97M-V functional and the def2-TZVPD basis.

XYZ file:
```
19
Properties=species:S:1:pos:R:3:mulliken_charge:R:1
N 0.50563 -2.17974 -0.52374 -0.633
C 0.16382 -0.82252 -0.66404 -0.636
C 1.10787 0.20575 -0.04276 0.146
N 0.99512 0.19120 1.39978 -0.645
C 0.77528 1.70503 -0.56520 -0.725
S 1.48045 3.32300 -0.16354 -0.173
H 0.55660 -2.57571 0.38390 0.268
H 1.47702 -2.48475 -0.90973 0.244
H 0.00272 -0.55872 -1.74756 0.325
H -0.87728 -0.54614 -0.21351 0.275
H 2.03837 -0.25880 -0.32296 0.294
H 1.80201 0.81678 1.81424 0.273
H 0.14382 0.75814 1.62540 0.335
H 0.92069 1.61931 -1.68303 0.342
H -0.33062 1.93849 -0.28716 0.242
H 2.61911 2.94860 0.09946 0.067
O -5.57430 -4.68084 0.55507 -0.650
H -4.69312 -4.43420 0.84175 0.322
H -5.53929 -5.55416 0.07502 0.328
```

Computed properties:
LUMO energy	0.82	eV
energy relative to the best compared isomer or geometry (same formula, charge and spin)	179.34	kJ/mol
HOMO-LUMO gap	9.86	eV
HOMO level	-9.0313	eV
structure (SMILES)	NC[C@H](N)CS.O
energy	-19166.8822	eV

No. 11
This record from the Open Molecules 2025 dataset describes a cluster of 2 separate species, C3H12N2OS in total. The level of theory is the ωB97M-V functional and the def2-TZVPD basis.

XYZ file:
```
19
Properties=species:S:1:pos:R:3:mulliken_charge:R:1
N 0.83533 -2.05356 -0.05188 -0.530
C -0.20105 -1.13797 -0.48817 -0.542
C -0.54214 -0.08970 0.60696 0.168
N -1.71555 -0.45117 1.41834 -0.768
C -0.71825 1.30710 0.04182 -0.841
S -0.08037 2.64887 1.09615 -0.258
H 1.48172 -1.61338 0.58348 0.199
H 1.29726 -2.47261 -0.82692 0.256
H -1.10820 -1.67998 -0.64562 0.220
H -0.03168 -0.66772 -1.46732 0.289
H 0.29419 -0.07991 1.31478 0.448
H -1.49956 -1.33318 1.86119 0.272
H -2.50696 -0.60811 0.80190 0.255
H -1.77058 1.51965 -0.05510 0.364
H -0.31678 1.44110 -0.94910 0.345
H -1.20863 3.31734 1.31791 0.131
O 2.09498 -2.43594 -3.07494 -0.648
H 2.69620 -3.11573 -2.76307 0.325
H 2.59620 -1.67775 -3.37000 0.317
```

Computed properties:
LUMO energy	0.63	eV
energy relative to the best compared isomer or geometry (same formula, charge and spin)	67.34	kJ/mol
HOMO-LUMO gap	9.55	eV
HOMO level	-8.9229	eV
structure (SMILES)	NC[C@H](N)CS.O
energy	-19168.0429	eV

No. 12
This record from the Open Molecules 2025 dataset describes a cluster of 2 separate species, C3H12N2OS in total. The level of theory is the ωB97M-V functional and the def2-TZVPD basis.

XYZ file:
```
19
Properties=species:S:1:pos:R:3:mulliken_charge:R:1
N 0.22211 2.15906 -1.01755 -0.514
C 0.49515 0.98877 -0.21295 -0.383
N -0.59999 0.02255 -0.31982 -0.266
C -0.42432 -1.35921 -0.73126 -0.626
C 1.01092 -2.00263 -0.59685 -0.821
S 1.66832 -1.84804 1.12055 -0.230
H 0.18168 3.02424 -0.50087 0.189
H 0.58435 2.28803 -1.94370 0.179
H 1.46575 0.62139 -0.52927 0.243
H 0.62192 1.22406 0.85198 0.342
H -1.27243 0.02122 0.41998 0.324
H -1.08097 -2.07757 -0.24755 0.399
H -0.55791 -1.50021 -1.82228 0.248
H 1.04523 -2.99709 -1.04772 0.441
H 1.67284 -1.47221 -1.28076 0.375
H 2.89498 -1.40903 0.83880 0.120
O -2.90686 1.12345 2.34113 -0.651
H -2.89103 1.90635 1.79617 0.319
H -2.12974 1.28687 2.88196 0.313
```

Computed properties:
LUMO energy	0.63	eV
energy relative to the best compared isomer or geometry (same formula, charge and spin)	124.30	kJ/mol
HOMO-LUMO gap	9.12	eV
HOMO level	-8.4926	eV
structure (SMILES)	NCNCCS.O
energy	-19167.4526	eV